(1)
Formula: C32H33CdN5O3S4
Source: OMol25
Level of theory: ωB97M-V/def2-TZVPD

HOMO-LUMO gap: 7.468 eV
Energy relative to the best compared isomer or geometry (same formula, charge and spin): 0.0000 eV
Highest occupied orbital energy: -7.78 eV
Net charge: 0

Geometry (Å):
Cd -0.0680 0.5447 0.7782
O 0.3962 3.3017 -3.1081
C 1.3700 2.5821 -3.7043
C 1.6160 2.8114 -5.0580
C 2.5895 2.0887 -5.7170
C 3.3379 1.1268 -5.0410
C 3.0958 0.9012 -3.7018
C 2.1164 1.6174 -3.0091
C 1.8240 1.3090 -1.5870
O 0.8587 1.9225 -1.0031
N 2.5802 0.3898 -1.0185
N 2.1472 0.0738 0.2296
C 2.9666 -0.5584 0.9710
C 2.5814 -0.9820 2.3191
C 3.4885 -1.6966 3.0992
C 3.1140 -2.0990 4.3656
C 1.8388 -1.7866 4.8122
C 1.0047 -1.0700 3.9701
N 1.3607 -0.6562 2.7572
H 0.3640 2.9484 -2.1835
H 1.0214 3.5586 -5.5667
H 2.7671 2.2728 -6.7692
H 4.0964 0.5580 -5.5612
H 3.6515 0.1521 -3.1562
H 3.9642 -0.7924 0.6062
H 4.4654 -1.9326 2.6987
H 3.7987 -2.6568 4.9910
H 1.4889 -2.0926 5.7882
H -0.0062 -0.8354 4.2837
C -0.7902 3.7716 1.4433
C -1.5922 3.3987 0.1917
N -1.9762 1.9962 0.1711
C -3.1822 1.6042 0.8846
C -3.0864 1.6466 2.4099
S -1.6716 0.7591 3.1374
C -0.7268 2.0847 3.9535
C 0.4951 2.6311 3.2005
N 0.2480 2.7918 1.7734
H -0.3709 4.7736 1.3057
H -1.4613 3.8446 2.2965
H -2.4601 4.0697 0.1300
H -0.9811 3.5835 -0.6884
H -2.0271 1.6373 -0.7749
H -4.0401 2.2348 0.6069
H -3.3886 0.5786 0.5794
H -3.0748 2.6647 2.7962
H -3.9829 1.1724 2.8093
H -1.4329 2.8768 4.2019
H -0.3850 1.6802 4.9070
H 0.7865 3.5716 3.6886
H 1.3248 1.9321 3.3087
H 1.1048 2.9973 1.2724
O -1.5383 -0.7913 -0.0511
C -1.3156 -2.0197 -0.6299
C -2.6427 -2.7815 -0.6987
C -3.8639 -2.2246 -0.9287
C -4.9014 -3.1880 -1.0491
C -4.4439 -4.4630 -0.9146
S -2.7563 -4.4945 -0.6363
C -0.8171 -1.8655 -2.0712
C -0.5164 -0.6974 -2.6991
C -0.0995 -0.8719 -4.0507
C -0.1028 -2.1770 -4.4246
S -0.6110 -3.1999 -3.1456
C -0.2900 -2.8011 0.1844
C 0.9683 -3.2155 -0.1329
C 1.6318 -3.8592 0.9503
C 0.8617 -3.9156 2.0708
S -0.6644 -3.1849 1.8256
H -3.9990 -1.1574 -1.0241
H -5.9397 -2.9443 -1.2232
H -5.0098 -5.3795 -0.9477
H -0.6102 0.2626 -2.2125
H 0.1879 -0.0602 -4.7048
H 0.1591 -2.5948 -5.3832
H 1.4100 -3.0596 -1.1068
H 2.6312 -4.2671 0.8889
H 1.1134 -4.3506 3.0252

(2)
Formula: C32H33IrN2P2S3Si
Source: OMol25
Level of theory: ωB97M-V/def2-TZVPD

HOMO-LUMO gap (spin up / spin down): 6.617 / 6.555 eV
Energy relative to the best compared isomer or geometry (same formula, charge and spin): 0.6768 eV
Spin multiplicity: 2
Highest occupied orbital energy (spin up / spin down): -10.03 / -10.18 eV
<S²>: 0.76
Net charge: +1

Geometry (Å):
Ir -0.3868 -2.0374 -0.2248
S -1.6827 -0.4941 -2.4306
P -1.0020 0.8290 -1.1452
C -0.0373 -0.1544 -0.0554
P 0.8431 -0.0327 1.4575
S 1.1360 -2.0835 1.5379
C -0.1610 0.5796 2.8180
C -1.5123 0.2340 2.8472
C -2.3083 0.6523 3.8976
C -1.7588 1.4115 4.9240
C -0.4130 1.7452 4.9040
C 0.3914 1.3292 3.8530
C 2.3584 0.9310 1.4595
C 3.5978 0.3100 1.5645
C 4.7552 1.0748 1.5253
C 4.6729 2.4503 1.3686
C 3.4343 3.0725 1.2622
C 2.2764 2.3168 1.3141
C 0.0171 2.1376 -1.8540
C 1.4037 2.0434 -1.8386
C 2.1741 3.0234 -2.4479
C 1.5576 4.0951 -3.0763
C 0.1709 4.1900 -3.0976
C -0.6006 3.2146 -2.4889
C -2.2764 1.6818 -0.1849
C -3.5614 1.1542 -0.1221
C -4.5082 1.7384 0.7076
C -4.1742 2.8474 1.4716
C -2.8957 3.3864 1.3991
C -1.9494 2.8072 0.5703
H -1.9383 -0.3615 2.0492
H -3.3576 0.3896 3.9156
H -2.3823 1.7398 5.7454
H 0.0153 2.3275 5.7089
H 1.4414 1.5912 3.8434
H 3.6558 -0.7654 1.6715
H 5.7198 0.5934 1.6129
H 5.5771 3.0435 1.3324
H 3.3724 4.1459 1.1424
H 1.3119 2.8051 1.2454
H 1.8829 1.2066 -1.3480
H 3.2535 2.9480 -2.4306
H 2.1565 4.8596 -3.5534
H -0.3079 5.0257 -3.5902
H -1.6816 3.2896 -2.5071
H -3.8143 0.2997 -0.7385
H -5.5107 1.3328 0.7497
H -4.9149 3.3020 2.1166
H -2.6402 4.2619 1.9815
H -0.9610 3.2449 0.4947
S -3.1075 -2.3189 0.1602
C -2.6302 -3.7841 -0.4251
N -3.5041 -4.6802 -0.9866
C -3.1495 -5.9314 -1.3456
C -1.8576 -6.3255 -1.1900
C -0.9512 -5.3549 -0.7283
N -1.3002 -4.1340 -0.3956
H -4.4620 -4.3696 -1.0790
H -3.9336 -6.5593 -1.7436
H -1.5307 -7.3203 -1.4440
H 0.0985 -5.5953 -0.6329
C 3.0659 -1.6773 -1.2519
Si 1.4021 -2.3996 -1.7539
C 1.7426 -4.2423 -1.9723
C 1.0112 -1.7446 -3.4651
H 3.7645 -1.7997 -2.0844
H 3.4817 -2.1864 -0.3826
H 3.0105 -0.6139 -1.0198
H 2.6295 -4.3096 -2.6094
H 0.9428 -4.7749 -2.4893
H 1.9826 -4.7531 -1.0372
H 1.8504 -2.0321 -4.1073
H 0.9086 -0.6602 -3.4909
H 0.0970 -2.1663 -3.8832

(3)
Formula: C32H34BF3O2S
Source: OMol25
Level of theory: ωB97M-V/def2-TZVPD

HOMO-LUMO gap: 6.501 eV
Energy relative to the best compared isomer or geometry (same formula, charge and spin): 1.3562 eV
Highest occupied orbital energy: -7.71 eV
Net charge: 0

Geometry (Å):
C -4.0014 4.0255 0.0575
C -2.7145 3.2824 0.0560
C -2.1943 2.8135 1.2741
C -1.0532 2.0694 1.3009
C -0.2030 1.9447 0.1281
B 0.1348 0.0207 0.0395
C 1.0535 2.6554 0.3734
C 1.6150 2.9465 1.5969
C 2.8381 3.6793 1.4640
C 3.1151 4.0424 0.1515
C 4.2299 4.8670 -0.3755
S 1.8424 3.4910 -0.9087
O 0.8380 -0.2473 1.2257
C 1.8992 -1.1522 0.8736
C 2.9833 -1.0241 1.9087
C 1.3144 -2.5537 0.9305
C 2.2752 -0.7487 -0.6451
C 3.5231 0.1151 -0.7078
C 2.5077 -1.8917 -1.6304
O 1.0896 -0.0331 -1.0484
C -0.8090 2.3923 -1.1343
C -1.9842 3.0902 -1.1315
H -4.2684 4.3093 -0.9630
H -4.7974 3.3895 0.4595
H -3.9483 4.9263 0.6804
H -2.7311 3.0419 2.2053
H -0.7192 1.6231 2.2372
H 1.1704 2.6380 2.5388
H 3.4806 3.9200 2.3085
H 4.7581 5.3661 0.4455
H 4.9336 4.2385 -0.9418
H 3.8189 5.6249 -1.0587
H 3.7985 -1.7224 1.7043
H 3.3754 -0.0097 1.9598
H 2.5841 -1.2823 2.8903
H 2.0772 -3.3249 0.7443
H 0.9104 -2.7049 1.9398
H 0.5050 -2.6823 0.1879
H 4.4067 -0.5025 -0.4687
H 3.6874 0.5213 -1.7151
H 3.4766 0.9417 0.0088
H 3.3955 -2.4754 -1.3400
H 1.6520 -2.5703 -1.6902
H 2.6956 -1.4981 -2.6412
H -0.2855 2.2195 -2.0793
H -2.3763 3.5393 -2.0592
F 1.3615 -4.7129 -3.3804
C 0.0180 -4.6792 -3.6959
F -0.0676 -4.3856 -5.0332
F -0.4723 -5.9349 -3.5087
C -0.6771 -3.6395 -2.8622
C -0.4432 -2.3035 -3.1900
C -0.8652 -1.3235 -2.3116
C -1.3980 -1.6577 -1.0488
C -1.4095 -0.5453 -0.0285
C -2.2694 -0.9161 1.2000
C -3.4724 -0.2399 1.5066
C -4.2270 -0.5273 2.6523
C -3.8510 -1.5911 3.4792
C -2.7637 -2.3866 3.1096
C -2.0230 -2.0666 1.9612
C -1.8930 -2.9728 -0.9065
C -1.4565 -3.9877 -1.7655
H 0.0733 -2.0331 -4.1103
H -0.7876 -0.2756 -2.5997
H -1.9556 0.3118 -0.4581
H -3.8158 0.5626 0.8538
H -5.0884 0.0893 2.9300
H -4.4197 -1.8116 4.3826
H -2.4503 -3.2361 3.7326
H -1.2274 -2.7507 1.6588
H -2.6264 -3.2587 -0.1471
H -1.6918 -5.0390 -1.5718

(4)
Formula: C32H34BF5N5O5Sm
Source: OMol25
Level of theory: ωB97M-V/def2-TZVPD

HOMO-LUMO gap (spin up / spin down): 8.098 / 8.098 eV
Energy relative to the best compared isomer or geometry (same formula, charge and spin): 0.0000 eV
Spin multiplicity: 6
Highest occupied orbital energy (spin up / spin down): -8.16 / -8.17 eV
<S²>: 8.76
Net charge: 0

Geometry (Å):
Sm 0.0314 -1.0765 -1.4844
C 2.6932 -3.4687 0.6570
C 1.7891 -4.4603 1.3842
C 2.0673 -4.4110 2.8806
C 0.3291 -4.2353 1.0314
C -0.1004 -4.3423 -0.2946
C -1.4326 -4.1575 -0.6399
C -2.3939 -3.8645 0.3271
C -3.8402 -3.6874 -0.0360
C -1.9632 -3.7397 1.6395
C -0.6308 -3.9192 1.9847
H 3.7413 -3.6595 0.8968
H 2.4638 -2.4449 0.9581
H 2.5836 -3.5313 -0.4244
H 2.0436 -5.4654 1.0239
H 1.8489 -3.4194 3.2821
H 3.1235 -4.6159 3.0637
H 1.4823 -5.1451 3.4368
H 0.6136 -4.5639 -1.0818
H -1.7255 -4.2465 -1.6808
H -4.4538 -4.4927 0.3745
H -3.9748 -3.6918 -1.1191
H -4.2291 -2.7459 0.3569
H -2.6784 -3.4842 2.4130
H -0.3424 -3.7885 3.0178
C 3.3453 2.7021 4.5816
C 2.5512 3.6866 3.7355
C 3.4062 4.8966 3.3927
C 2.6472 5.8661 2.5115
C 2.2003 5.1677 1.2620
C 2.0578 5.8389 0.0698
C 1.6321 5.1614 -1.0698
F 1.5003 5.8713 -2.2098
C 1.3504 3.8281 -1.0627
C 1.4921 3.1246 0.1429
C 1.1567 1.6933 0.1509
O 0.8764 1.1502 -0.9362
C 1.1789 1.0677 1.4295
C 1.6465 1.7801 2.5000
N 2.0481 3.0569 2.4838
C 1.9192 3.7856 1.2985
C 0.7536 -0.3487 1.6983
O 0.9552 -0.8665 2.7832
O 0.1685 -0.9275 0.7011
H 3.8264 3.2520 5.3904
H 4.1236 2.2241 3.9854
H 2.7345 1.9287 5.0404
H 1.6719 4.0288 4.2927
H 4.3236 4.5620 2.8994
H 3.7047 5.3711 4.3286
H 3.2555 6.7339 2.2550
H 1.7744 6.2451 3.0542
H 2.2715 6.8977 0.0041
H 1.0216 3.2959 -1.9440
H 1.7019 1.2560 3.4431
C -6.0795 -0.6973 -1.6299
N -4.7573 -1.0776 -2.1041
C -4.6307 -1.7284 -3.2921
C -3.4403 -2.1127 -3.7906
C -2.2898 -1.8197 -2.9768
O -1.0999 -2.0996 -3.3106
N -2.4398 -1.2295 -1.7832
C -3.6333 -0.7760 -1.3138
O -3.7541 -0.1360 -0.2822
H -6.5962 -0.1126 -2.3908
H -5.9478 -0.0948 -0.7365
H -6.6656 -1.5838 -1.3844
H -5.5653 -1.9083 -3.8088
H -3.3457 -2.6157 -4.7380
F 1.5828 -0.5320 -3.3452
B 2.4749 -1.4689 -2.7112
F 2.6456 -0.9650 -1.4060
F 3.5964 -1.7117 -3.4027
F 1.6295 -2.6236 -2.5178
N -1.0592 2.6582 -4.2631
C -1.9930 2.9105 -3.2860
C -1.9206 1.8565 -2.4287
N -0.9694 0.9666 -2.8721
C -0.4678 1.4788 -3.9676
H -0.8504 3.2370 -5.0568
H -2.5975 3.7991 -3.2932
H -2.4820 1.6769 -1.5260
H 0.3144 1.0371 -4.5610

(5)
Formula: C32H34Br57ClNO6P2S
Source: OMol25
Level of theory: ωB97M-V/def2-TZVPD

HOMO-LUMO gap: 6.621 eV
Highest occupied orbital energy: -11.10 eV
Net charge: +1

Geometry (Å):
C 5.3959 -1.2350 -0.1631
C 4.2754 -0.8534 0.0561
C 2.8920 -0.6422 0.4537
C 1.9214 -0.8546 -0.5447
C 2.2983 -1.2578 -1.9750
C 0.5698 -0.6512 -0.2082
C -0.5719 -0.8295 -1.2166
O -1.1772 0.1309 -1.5741
O -0.8458 -2.1063 -1.6981
O -1.6487 -1.9103 -2.8253
C 0.2464 -0.2294 1.1335
P -1.6354 0.0820 1.4612
O -2.0789 -0.9772 2.6785
Cl -1.7946 2.0470 2.1303
C 1.2825 -0.0285 2.0920
P 0.8131 0.5528 3.8069
S 1.0413 2.4428 4.1350
N 2.5744 -0.2487 1.7031
C 3.7102 -0.0195 2.6084
C 4.4819 1.3133 2.2876
O 3.6471 2.4631 2.2470
C 3.1094 2.6848 1.0072
C 1.8339 3.5569 0.9878
O 3.5691 2.2928 -0.0351
H 6.3929 -1.6341 -0.3005
H 3.0865 -2.0279 -1.9496
H 2.7313 -0.3455 -2.4452
H 1.4152 -1.5259 -2.5741
H -2.4305 -2.4697 -2.6734
H -2.3940 -0.4351 3.4268
H -0.4973 0.1717 4.1518
H 1.6696 -0.1662 4.6939
H 3.4191 0.0373 3.6725
H 4.4382 -0.8511 2.5550
H 5.1569 1.4547 3.1589
H 5.1511 1.1925 1.4063
H 1.8728 4.2833 0.1574
H 1.7355 4.1205 1.9302
H 0.9579 2.9062 0.7968
C 8.4241 2.6599 1.2268
Br 6.6290 2.6851 0.5101
Br 8.7658 1.0731 2.2773
Br 9.7545 2.8934 -0.1536
H 8.5074 3.5082 1.8962
C -3.9452 0.1665 -4.5536
Br -2.2412 0.8395 -5.1603
Br -5.3547 1.4650 -4.7819
Br -4.3893 -1.5193 -5.3851
H -3.8527 -0.0158 -3.4906
C 7.0980 0.5371 -3.8536
Br 8.2128 -0.3646 -5.1432
Br 5.5221 1.2949 -4.6668
Br 6.6399 -0.6168 -2.3647
H 7.6765 1.3594 -3.4498
C -0.0105 0.0360 8.1402
Br -1.1506 -0.1022 6.5820
Br 1.4242 1.2860 7.8330
Br -1.0167 0.4543 9.7273
H 0.4411 -0.9357 8.2953
C 6.2989 -3.5488 4.5324
Br 7.1302 -2.6423 6.0186
Br 4.4580 -3.9968 4.9022
Br 6.4665 -2.5365 2.8949
H 6.8323 -4.4802 4.3866
C -8.2684 -0.8874 -6.0262
Br -9.8985 -0.0553 -6.6368
Br -8.5055 -1.7558 -4.3174
Br -7.5387 -2.0951 -7.3419
H -7.5414 -0.0967 -5.8851
C 10.8191 -1.0152 5.0208
Br 10.2964 -1.8688 3.3649
Br 11.9470 -2.1613 6.0847
Br 11.6314 0.7085 4.7187
H 9.9123 -0.8451 5.5883
C -6.2773 -2.3068 -0.7488
Br -4.5655 -1.6543 -1.3551
Br -7.6522 -0.9757 -0.9512
Br -6.7500 -3.9697 -1.6048
H -6.1835 -2.5105 0.3111
C -1.7748 2.6701 -8.5671
Br -0.0697 3.3416 -9.1779
Br -3.1883 3.9730 -8.7905
Br -2.2193 0.9841 -9.3930
H -1.6795 2.4880 -7.5045
C -0.7913 -4.6582 1.3291
Br -0.2660 -2.7886 1.3333
Br 0.6152 -5.7957 2.0053
Br -2.4565 -4.9329 2.2621
H -0.9560 -4.9384 0.2952
C -9.1140 -6.9063 -0.5859
Br -8.0017 -7.8875 -1.8226
Br -10.7297 -6.2699 -1.4239
Br -9.4865 -7.9322 1.0071
H -8.5520 -6.0337 -0.2766
C -0.6540 4.4820 -13.5678
Br -1.8834 4.3581 -12.0852
Br 0.3360 6.1389 -13.5386
Br 0.5154 2.9477 -13.6544
H -1.2461 4.4818 -14.4741
C -6.2000 5.3957 -6.4799
Br -5.4610 6.4108 -5.0141
Br -7.9758 4.7494 -6.0827
Br -6.1569 6.3886 -8.1338
H -5.5673 4.5260 -6.6144
C 8.0206 6.0652 -1.0328
Br 6.8890 5.8806 -2.5860
Br 9.5257 7.2200 -1.3772
Br 7.0237 6.6304 0.5230
H 8.4181 5.0829 -0.8139
C 2.3913 7.9089 -0.0620
Br 3.3964 6.8075 -1.2882
Br 0.8624 8.7192 -0.9135
Br 1.8943 6.9230 1.5223
H 3.0426 8.7138 0.2550
C -9.1971 -10.0633 4.2657
Br -10.7082 -9.0562 4.9240
Br -7.5753 -9.6215 5.2154
Br -9.5415 -11.9613 4.2791
H -9.0470 -9.7755 3.2328
C 1.9603 5.2337 7.5791
Br 2.8187 6.0797 9.0852
Br 0.1460 4.7185 7.9845
Br 2.0550 6.3279 5.9901
H 2.5098 4.3238 7.3698
C -8.0886 0.9439 2.8013
Br -6.2594 1.2931 3.3215
Br -8.6422 -0.8406 3.2865
Br -9.2956 2.2799 3.4896
H -8.1273 1.0054 1.7206
C -3.5119 -8.9510 3.9324
Br -1.7348 -8.3592 3.4556
Br -4.8174 -7.5358 3.7469
Br -4.0281 -10.5305 2.9548
H -3.4850 -9.2208 4.9806

no.,electronic energy (eV),strongest force on any atom (eV Å⁻¹)
1,-95218.6683,0.2
2,-98497.0653,1.4
3,-57495.7466,2.7
4,-83606.6431,1.0
5,-4081849.6522,2.2